1.
Formula: C4H12
Source: the OMol25 dataset
Level of theory: the ωB97M-V functional and the def2-TZVPD basis

Positions of all 16 atoms, in Å:
1 C 0.858 0.920 -0.811
2 C 2.309 1.409 -0.814
3 H 0.243 1.765 -0.730
4 H 0.614 0.265 -1.640
5 H 0.677 0.429 0.148
6 H 2.472 1.922 0.132
7 H 2.518 2.112 -1.626
8 H 3.053 0.633 -1.007
9 C -2.060 -0.623 0.731
10 C -1.097 -1.802 0.833
11 H -3.099 -0.855 0.536
12 H -2.162 -0.087 1.677
13 H -1.773 0.067 -0.062
14 H -0.829 -2.144 -0.161
15 H -1.552 -2.540 1.491
16 H -0.172 -1.472 1.299

Computed properties:
Orbital gap, eV: 12.70
Charge: 0
SMILES: CC.CC
Molecular weight, g/mol: 60.140

***

2.
Formula: C24H68N4O12
Source: the OMol25 dataset
Level of theory: the ωB97M-V functional and the def2-TZVPD basis

Positions of all 108 atoms, in Å:
1 C 0.303 0.162 1.260
2 O 0.570 1.290 0.484
3 C -0.163 1.272 -0.753
4 C -1.667 1.383 -0.571
5 C -2.360 0.951 -1.871
6 N -2.198 2.704 -0.188
7 H 0.490 -0.801 0.751
8 H -0.747 0.094 1.554
9 H 0.996 0.123 2.101
10 H 0.215 2.114 -1.331
11 H 0.064 0.290 -1.184
12 H -2.141 0.737 0.173
13 H -3.446 0.845 -1.866
14 H -1.996 -0.054 -2.112
15 H -2.165 1.622 -2.707
16 H -1.556 3.446 -0.469
17 H -2.213 2.864 0.820
18 C 2.074 -3.448 2.008
19 O 2.184 -4.014 3.313
20 C 2.206 -5.424 3.352
21 C 0.924 -6.060 2.842
22 C -0.336 -5.463 3.491
23 N 0.951 -7.490 3.143
24 H 3.059 -3.626 1.576
25 H 1.827 -2.393 2.124
26 H 1.158 -3.811 1.531
27 H 3.069 -5.730 2.742
28 H 2.403 -5.770 4.366
29 H 0.842 -6.001 1.750
30 H -1.287 -5.766 3.052
31 H -0.288 -4.375 3.506
32 H -0.392 -5.826 4.521
33 H 0.108 -7.998 2.926
34 H 1.723 -7.973 2.701
35 C -0.249 4.181 -7.680
36 O -0.101 3.269 -6.608
37 C 0.386 2.002 -6.997
38 C 0.638 1.161 -5.719
39 C -0.427 1.419 -4.668
40 N 1.927 1.437 -5.054
41 H -0.869 4.976 -7.263
42 H -0.871 3.713 -8.451
43 H 0.657 4.613 -8.107
44 H -0.337 1.448 -7.611
45 H 1.274 2.117 -7.628
46 H 0.560 0.122 -6.044
47 H -1.454 1.205 -4.973
48 H -0.546 2.488 -4.472
49 H -0.131 0.914 -3.753
50 H 2.702 1.388 -5.712
51 H 1.875 2.433 -4.839
52 C 3.982 -1.600 -0.714
53 O 5.039 -2.420 -0.284
54 C 5.921 -1.794 0.616
55 C 7.111 -2.709 0.778
56 C 8.078 -2.319 1.911
57 N 7.906 -2.802 -0.439
58 H 4.179 -0.562 -0.441
59 H 2.966 -1.854 -0.379
60 H 3.823 -1.687 -1.795
61 H 6.338 -0.780 0.536
62 H 5.443 -1.751 1.607
63 H 6.729 -3.710 1.016
64 H 8.459 -1.329 1.633
65 H 8.833 -3.090 2.015
66 H 7.628 -2.137 2.889
67 H 7.280 -2.755 -1.245
68 H 8.396 -1.911 -0.562
69 O 3.406 3.187 3.568
70 C 4.354 2.676 4.485
71 C 4.874 1.324 4.035
72 O 3.865 0.353 3.756
73 H 2.834 3.822 4.003
74 H 5.169 3.347 4.768
75 H 3.770 2.408 5.381
76 H 5.540 0.968 4.824
77 H 5.474 1.326 3.112
78 H 3.232 0.901 3.262
79 O -5.258 4.394 -0.150
80 C -6.330 3.634 0.402
81 C -5.920 2.185 0.615
82 O -5.731 1.952 2.011
83 H -4.465 3.930 0.146
84 H -6.688 4.121 1.316
85 H -7.236 3.774 -0.194
86 H -4.950 1.982 0.142
87 H -6.521 1.440 0.083
88 H -5.725 1.016 2.232
89 O -8.759 -1.304 -3.003
90 C -8.379 -0.035 -2.518
91 C -7.295 0.651 -3.348
92 O -6.018 0.032 -3.032
93 H -7.922 -1.732 -3.235
94 H -9.289 0.584 -2.531
95 H -8.154 0.044 -1.445
96 H -7.065 1.680 -3.094
97 H -7.551 0.506 -4.399
98 H -5.863 -0.777 -3.528
99 O -2.195 3.532 3.252
100 C -1.541 2.370 3.706
101 C -2.418 1.121 3.744
102 O -3.572 1.285 4.553
103 H -2.641 4.038 3.935
104 H -0.768 2.212 2.948
105 H -1.031 2.505 4.664
106 H -1.863 0.264 4.134
107 H -2.634 0.787 2.721
108 H -4.092 1.953 4.080

Computed properties:
Orbital gap, eV: 9.36
Charge: 0
SMILES: COC[C@H](C)N.COC[C@H](C)N.COC[C@H](C)N.COC[C@H](C)N.OCCO.OCCO.OCCO.OCCO
Molecular weight, g/mol: 604.824

***

3.
Formula: C14H41NO12
Source: the OMol25 dataset
Level of theory: the ωB97M-V functional and the def2-TZVPD basis

Positions of all 68 atoms, in Å:
1 N 0.880 -1.735 1.096
2 C 0.678 -0.962 0.258
3 O 0.135 -0.050 -0.485
4 C 0.979 1.092 -0.741
5 C 0.978 2.170 0.333
6 C 2.234 1.838 1.089
7 O 3.160 1.529 -0.001
8 C 2.479 0.811 -0.894
9 O 3.012 0.071 -1.678
10 H 0.598 1.536 -1.652
11 H 0.061 2.226 0.899
12 H 1.170 3.090 -0.211
13 H 2.608 2.584 1.763
14 H 2.139 0.912 1.648
15 C -3.392 1.514 -1.081
16 O -2.148 1.477 -0.380
17 H -3.878 2.454 -0.858
18 H -3.231 1.447 -2.159
19 H -4.040 0.696 -0.756
20 H -1.706 0.643 -0.573
21 C 1.580 0.767 -5.123
22 O 1.255 0.076 -3.924
23 H 0.749 0.646 -5.813
24 H 1.730 1.835 -4.939
25 H 2.481 0.353 -5.584
26 H 1.992 0.180 -3.305
27 C -0.461 0.181 4.000
28 O -0.563 1.312 3.143
29 H 0.416 0.317 4.629
30 H -1.345 0.097 4.640
31 H -0.342 -0.742 3.426
32 H -1.352 1.188 2.599
33 C -0.712 -3.610 -1.858
34 O -1.092 -4.405 -0.741
35 H -1.440 -3.760 -2.650
36 H -0.704 -2.552 -1.580
37 H 0.276 -3.898 -2.224
38 H -0.439 -4.256 -0.052
39 C 3.664 -3.380 -1.893
40 O 4.761 -2.727 -1.266
41 H 3.756 -4.445 -1.697
42 H 2.717 -3.020 -1.481
43 H 3.680 -3.211 -2.973
44 H 4.668 -1.786 -1.444
45 C -0.117 -6.624 2.082
46 O 0.852 -5.925 2.861
47 H 0.045 -7.688 2.236
48 H -1.131 -6.369 2.399
49 H 0.001 -6.399 1.019
50 H 0.718 -4.983 2.731
51 C -3.306 3.592 2.168
52 O -3.217 2.241 2.607
53 H -2.319 3.890 1.827
54 H -4.013 3.689 1.340
55 H -3.614 4.249 2.985
56 H -4.087 1.970 2.908
57 C -6.814 2.181 -2.938
58 O -5.791 2.891 -2.244
59 H -6.673 1.123 -2.735
60 H -7.806 2.478 -2.590
61 H -6.745 2.346 -4.016
62 H -5.913 3.827 -2.421
63 C 5.656 2.391 3.262
64 O 4.230 2.447 3.309
65 H 5.928 1.678 2.488
66 H 6.079 3.367 3.011
67 H 6.066 2.052 4.216
68 H 3.984 3.074 3.994

Computed properties:
Orbital gap, eV: 10.09
Charge: 0
SMILES: N#CO[C@H]1CCOC1=O.CO.CO.CO.CO.CO.CO.CO.CO.CO
Molecular weight, g/mol: 415.477

***

4.
Formula: C4H9NO
Source: the OMol25 dataset
Level of theory: the ωB97M-V functional and the def2-TZVPD basis

Positions of all 15 atoms, in Å:
1 C 2.470 -1.936 -1.134
2 C 1.691 -0.954 -1.581
3 N 0.296 -0.916 -1.617
4 H 2.034 -2.728 -0.531
5 H 3.528 -1.955 -1.328
6 H 2.171 -0.120 -2.080
7 H -0.067 -1.568 -0.935
8 H -0.038 0.010 -1.370
9 C -1.920 1.421 2.119
10 C -1.389 1.500 0.720
11 O -1.553 0.617 -0.087
12 H -2.871 1.951 2.180
13 H -1.256 1.833 2.871
14 H -2.094 0.377 2.381
15 H -1.002 2.468 0.390

Computed properties:
Orbital gap, eV: 8.89
Charge: 0
SMILES: C=CN.CC=O
Molecular weight, g/mol: 87.122

***

5.
Formula: C2H10N4
Source: the OMol25 dataset
Level of theory: the ωB97M-V functional and the def2-TZVPD basis

Positions of all 16 atoms, in Å:
1 N 2.187 1.151 -0.274
2 N 1.687 -0.008 0.367
3 C 0.264 0.061 0.845
4 C -0.746 -0.058 -0.293
5 N -2.050 0.317 0.368
6 N -0.802 -1.356 -0.928
7 H 1.520 1.558 -0.935
8 H 2.376 1.846 0.443
9 H 1.816 -0.787 -0.275
10 H 0.138 -0.763 1.552
11 H 0.147 1.016 1.357
12 H -0.558 0.691 -1.073
13 H -2.325 -0.420 1.010
14 H -2.766 0.369 -0.349
15 H -0.036 -1.513 -1.570
16 H -0.850 -2.105 -0.245

Computed properties:
Orbital gap, eV: 9.89
Charge: 0
SMILES: NNCC(N)N
Molecular weight, g/mol: 90.130

***

Here are the calculated lowest unoccupied orbital energy numbers, same order: 1.14, 0.38, 0.29, 0.75, 1.03 (eV).
Here are the calculated energy relative to the best compared isomer or geometry (same formula, charge and spin) numbers, same order: 27.2, 218.8, 0.0, 192.8, 129.0 (kJ/mol).